Record 1
A 2-piece molecular cluster, C6H14ClN2 overall at a distorted geometry, computed with the ωB97M-V functional and the def2-TZVPD basis.

Each line ends with the Mulliken charge.
Atoms and positions in Å:
C  0.1144  1.2966  -1.1046  -0.5826
C  -0.5814  -0.0612  -1.3579  -0.4844
C  0.8920  -0.2874  0.3822  -0.4403
C  1.9307  1.9625  0.3952  -1.0767
C  -1.4361  -0.4111  1.0177  -1.0622
C  -0.4482  -2.3453  -0.1215  -0.8116
N  0.8371  1.0726  0.1989  0.1619
N  -0.4746  -0.8063  -0.0930  0.1128
Cl  2.3755  -1.1576  -0.2055  -0.0793
H  0.8494  1.4677  -1.9912  0.3235
H  -0.6709  2.0002  -0.8802  0.3810
H  -1.7008  -0.1037  -1.5697  0.3745
H  0.0574  -0.4030  -2.2087  0.3256
H  0.9833  -0.5068  1.9962  0.3095
H  1.7712  2.9369  0.8505  0.3382
H  2.4496  1.5720  1.2083  0.4458
H  2.7071  1.9768  -0.3886  0.3823
H  -1.1046  -0.6989  1.9359  0.4842
H  -1.4429  0.6136  1.1448  0.4490
H  -2.2906  -0.9676  0.7991  0.3910
H  -1.5596  -2.5872  -0.1450  0.3753
H  -0.0017  -2.4792  -1.1401  0.3720
H  0.0695  -2.8199  0.7913  0.3106

- LUMO energy: -0.1224 hartree
- 2S+1: 1
- E_HOMO: -13.369 eV
- Maximum force: 5.9 eV/Å
- Total energy: -806.3192 Ha
- Charge: +1
- Energy relative to the best compared isomer or geometry (same formula, charge and spin): 238.54 kJ/mol
- HOMO-LUMO gap: 10.04 eV



Record 2
A 3-piece molecular cluster, C15H23BO6 overall at a distorted geometry, computed with the ωB97M-V functional and the def2-TZVPD basis.

Each line ends with the Mulliken charge.
Atoms and positions in Å:
C  -2.5403  -2.0619  2.1605  -0.6663
C  -1.9695  -1.0057  1.2966  -0.4144
C  -2.7150  -0.8291  -0.1013  0.3143
C  -3.1972  0.3225  -0.7809  0.5213
B  -3.0371  1.8646  -0.2956  0.2528
C  -1.8915  2.7337  -1.1127  -0.7857
O  -3.8065  2.5055  0.7366  -0.5356
C  -3.9342  -0.3330  -2.0349  0.4348
O  -4.3292  0.2802  -3.0380  -0.5219
O  -4.0827  -1.7360  -1.7550  -0.2691
C  -2.9642  -2.1555  -0.9588  0.1435
O  -2.4119  -3.2634  -0.9535  -0.4610
H  -3.4797  -1.8588  2.7713  0.2595
H  -2.0214  -3.0760  2.1173  0.2219
H  -1.1230  -0.3618  1.6865  0.4205
H  -1.8038  2.2225  -2.1443  0.2412
H  -0.8786  2.7353  -0.5798  0.2127
H  -2.2168  3.8125  -1.3039  0.2732
H  -3.4912  2.2546  1.6334  0.3248
C  1.1595  -5.4275  -0.2713  -0.5447
C  2.2294  -4.4290  0.1107  -0.5450
C  1.4047  -3.2615  0.6156  -0.4339
O  0.2044  -3.8121  1.1737  -0.2807
C  0.1137  -5.1938  0.8003  -0.3926
H  1.5127  -6.4596  -0.3036  0.3412
H  0.7499  -5.1745  -1.2547  0.2539
H  2.8413  -4.8337  0.9237  0.2581
H  2.8924  -4.1579  -0.7127  0.3275
H  1.1177  -2.5934  -0.2036  0.2343
H  1.9278  -2.6759  1.3754  0.2775
H  0.3181  -5.7960  1.6926  0.2948
H  -0.8985  -5.4155  0.4547  0.2342
C  3.2718  5.2805  0.2201  -0.5199
C  2.9140  4.7246  -1.1396  -0.5496
C  2.6839  3.2585  -0.8303  -0.3420
O  2.1977  3.1890  0.5187  -0.3784
C  2.3768  4.4712  1.1372  -0.4197
H  3.1128  6.3563  0.3108  0.3248
H  4.3231  5.0695  0.4423  0.2645
H  1.9845  5.1819  -1.4944  0.2497
H  3.6836  4.8847  -1.8965  0.3398
H  3.6188  2.6903  -0.8785  0.2743
H  1.9601  2.7968  -1.5061  0.2501
H  1.3895  4.9350  1.2383  0.2579
H  2.8046  4.3416  2.1338  0.2572

- LUMO energy: -0.0617 hartree
- 2S+1: 1
- E_HOMO: -7.770 eV
- Maximum force: 5.1 eV/Å
- Total energy: -1061.4396 Ha
- SMILES: C=CC1=C(B(C)O)C(=O)OC1=O.C1CCOC1.C1CCOC1
- Energy relative to the best compared isomer or geometry (same formula, charge and spin): 243.11 kJ/mol
- HOMO-LUMO gap: 6.09 eV



Record 3
C26H28Cl2N7O2SSiW as an isolated structure, computed with the ωB97M-V functional and the def2-TZVPD basis.

Each line ends with the Mulliken charge.
Atoms and positions in Å:
W  -0.2522  0.3003  -0.9607  0.7991
O  0.5258  5.0065  2.0502  -0.6492
C  1.7429  4.4653  1.8902  0.4879
C  2.8135  5.1360  2.4831  -0.6821
C  4.0951  4.6483  2.3598  -0.3820
C  4.3546  3.4759  1.6439  -0.9190
C  3.3096  2.8054  1.0588  -0.3149
C  1.9913  3.2792  1.1711  0.1053
C  0.9330  2.5258  0.5232  0.9809
O  1.2258  1.4161  -0.0688  -0.6576
N  -0.3257  2.9534  0.5833  -1.2960
N  -1.1395  2.0402  0.0152  0.7436
C  -2.4145  2.1095  0.2135  -0.8441
C  -3.1833  0.9392  -0.1688  0.9519
C  -4.5636  0.8683  -0.0528  -1.0276
C  -5.2034  -0.3191  -0.3634  -0.3657
C  -4.4464  -1.4058  -0.7769  -0.8869
C  -3.0749  -1.2641  -0.8768  -0.1644
N  -2.4510  -0.1205  -0.5797  0.2129
H  -0.1275  4.4685  1.5631  0.5084
H  2.6030  6.0450  3.0293  0.4748
H  4.9112  5.1878  2.8225  0.3999
H  5.3652  3.1063  1.5462  0.4535
H  3.4822  1.9051  0.4855  0.4535
H  -2.8582  2.9537  0.7278  0.4752
H  -5.1148  1.7358  0.2830  0.5323
H  -6.2787  -0.3979  -0.2795  0.4542
H  -4.9052  -2.3532  -1.0182  0.4684
H  -2.4385  -2.0799  -1.1960  0.5690
C  2.2834  -4.6856  0.1263  -1.0645
Si  1.0520  -4.5513  1.5177  0.2120
C  -0.5014  -5.5158  1.1442  -1.0369
C  1.8274  -5.1240  3.1157  -1.1456
C  0.5159  -2.7416  1.8008  0.2801
C  0.3439  -2.2539  3.0937  0.2291
C  -0.0602  -0.9425  3.3481  -1.3005
C  -0.2947  -0.1118  2.2806  -0.2012
N  -0.1597  -0.5624  1.0272  -0.1343
C  0.2391  -1.8271  0.7838  0.3147
S  0.3389  -2.0748  -0.9493  -0.5048
H  2.7682  -5.6632  0.1839  0.3652
H  3.0633  -3.9250  0.1919  0.3704
H  1.8145  -4.6038  -0.8534  0.3279
H  -0.2851  -6.5833  1.0688  0.3652
H  -0.9434  -5.1982  0.1972  0.3012
H  -1.2470  -5.3802  1.9301  0.3445
H  2.2756  -6.1081  2.9640  0.3448
H  1.1010  -5.2240  3.9244  0.3298
H  2.6207  -4.4507  3.4463  0.3792
H  0.5441  -2.9049  3.9359  0.3920
H  -0.1766  -0.5751  4.3570  0.4372
H  -0.5862  0.9241  2.4040  0.5260
Cl  2.6730  4.4919  -2.0846  -0.1144
C  1.7378  3.7138  -3.3512  -0.1750
Cl  0.0100  3.5814  -2.8904  -0.1262
H  2.1103  2.7082  -3.5091  0.0426
H  1.7743  4.3236  -4.2453  0.3962
N  -2.0821  1.0570  -3.4439  -0.0117
C  -2.5380  0.6823  -4.6473  -0.1891
C  -1.9680  -0.5379  -4.9384  -0.9627
C  -1.1450  -0.8208  -3.8485  -0.3268
N  -1.2190  0.1528  -2.9444  0.4050
H  -2.1943  1.9491  -2.9890  0.1230
H  -3.2110  1.3077  -5.2086  0.4812
H  -2.1099  -1.1310  -5.8233  0.4630
H  -0.4942  -1.6636  -3.6846  0.4942
N  2.2034  0.4368  -3.1542  -0.9400
C  1.3431  0.4006  -2.3846  0.4276

- LUMO energy (alpha / beta): -0.1511 / -0.1675 hartree
- 2S+1: 3
- E_HOMO (alpha / beta): -10.582 / -10.704 eV
- Maximum force: 0.4 eV/Å
- Total energy: -3216.3989 Ha
- Charge: +1
- Energy relative to the best compared isomer or geometry (same formula, charge and spin): 86.46 kJ/mol
- HOMO-LUMO gap (alpha / beta): 6.47 / 6.15 eV



Record 4
A 15-piece molecular cluster, H31O15 overall at a distorted geometry, computed with the ωB97M-V functional and the def2-TZVPD basis.

Each line ends with the Mulliken charge.
Atoms and positions in Å:
O  -2.8450  0.8296  -1.0854  -0.6271
H  0.3517  1.7156  4.1720  0.2854
H  -3.2586  0.3534  -0.3503  0.2753
O  1.6145  -1.2348  -0.7922  -0.6284
H  4.8296  -0.2573  1.2822  0.2980
H  0.8722  -0.6321  -0.7452  0.3925
O  -1.2136  3.7412  -0.1959  -0.6260
H  -0.2344  0.6414  4.9303  0.3235
H  2.4615  2.8359  -2.5876  0.2924
O  0.1036  -3.0439  -1.8630  -0.5259
H  0.3846  0.5436  0.8841  0.1823
H  0.7717  -2.7728  -1.2599  0.2558
O  1.7819  2.4526  1.4140  -0.6040
H  2.3080  1.8597  0.8186  0.3032
H  2.4530  3.1080  1.7853  0.2922
O  -0.5145  1.4388  4.4950  -0.6152
H  -1.7892  2.9816  -0.4300  0.2904
H  -1.5168  3.8712  0.7052  0.3062
O  -3.2657  0.4452  2.0145  -0.5546
H  0.7160  0.2152  2.2769  0.2113
H  -2.0691  -2.8848  -2.1246  0.2985
O  -1.9990  -1.5707  1.2457  -0.4260
H  2.3745  -0.9662  -0.3075  0.2244
H  -3.6646  -2.9753  -1.9721  0.2867
O  0.3487  -0.2267  1.5002  -0.4569
H  -1.4207  -0.6766  0.9541  0.5730
H  2.7921  0.9598  -3.3502  0.2921
O  -0.1825  0.5310  -0.9994  -0.5067
H  0.9598  3.3178  -2.7549  0.2887
O  4.1861  -0.6548  0.6747  -0.6600
H  4.4742  -0.3265  -0.2059  0.3245
H  -3.9589  0.7869  2.5770  0.2814
O  -2.8359  -2.5428  -1.7117  -0.5684
H  -1.3833  -2.4210  1.1411  0.5085
H  -2.3956  -1.7924  0.3711  0.3594
O  2.4582  0.0843  -3.2764  -0.6335
H  -2.4862  0.0574  2.3297  0.2797
H  1.7660  0.0930  -2.6147  0.3296
O  1.5746  2.5447  -2.5689  -0.5978
H  -2.8107  0.0821  -1.6826  0.3319
H  0.4417  -2.1135  0.3330  0.5526
O  -0.0409  -2.9423  0.6608  -0.6981
H  0.4339  -3.7527  0.5260  0.3067
H  0.1820  -3.9837  -2.0217  0.2792
H  -0.8967  0.8658  -1.5877  0.2552
H  0.1418  1.4152  -0.6044  0.2482

- LUMO energy: -0.1071 hartree
- 2S+1: 1
- E_HOMO: -13.108 eV
- Maximum force: 3.4 eV/Å
- Total energy: -1146.8690 Ha
- Charge: +1
- Energy relative to the best compared isomer or geometry (same formula, charge and spin): 351.63 kJ/mol
- HOMO-LUMO gap: 10.19 eV



Record 5
A 2-piece molecular cluster, C3H7NO overall at a distorted geometry, computed with the ωB97M-V functional and the def2-TZVPD basis.

Each line ends with the Mulliken charge.
Atoms and positions in Å:
C  -0.3877  -3.9424  4.4306  -0.2269
N  0.1142  -2.7272  4.7868  -0.4660
H  0.3389  -4.7789  4.3522  0.2272
H  -1.4075  -4.1406  4.0694  0.2340
H  -0.6031  -2.2777  5.3966  0.2316
O  -0.0718  1.0227  -2.3271  -0.5235
C  -0.1322  2.2661  -2.6470  0.2057
C  0.4664  2.8173  -3.8194  -0.8123
H  -0.3885  3.0452  -1.8960  0.2693
H  1.3470  2.2189  -3.8572  0.2769
H  0.7751  3.8338  -3.7516  0.3120
H  -0.0509  2.6629  -4.7374  0.2719

- LUMO energy: 0.0250 hartree
- 2S+1: 1
- E_HOMO: -9.597 eV
- Maximum force: 5.7 eV/Å
- Total energy: -248.3914 Ha
- SMILES: CC=O.C=N
- Energy relative to the best compared isomer or geometry (same formula, charge and spin): 354.62 kJ/mol
- HOMO-LUMO gap: 10.28 eV



Record 6
C26H67N2O9Y as an isolated structure at a distorted geometry, computed with the ωB97M-V functional and the def2-TZVPD basis.

Each line ends with the Mulliken charge.
Atoms and positions in Å:
Y  -3.3435  1.3029  4.5685  1.6242
C  -1.3696  0.2757  0.3643  -0.1393
C  -2.6482  0.1880  1.2660  -0.0981
O  -2.7069  1.2791  2.2016  -0.1973
H  -1.2575  -0.6025  -0.2715  0.4624
H  -0.4739  0.2318  0.9840  -0.3209
H  -1.3737  1.1724  -0.2554  -0.2460
H  -2.6854  -0.7612  1.8006  0.0701
H  -3.4139  0.2200  0.4910  0.3877
O  -5.3577  1.6059  3.3226  -0.4004
H  -5.7299  0.8698  2.8370  0.3346
H  -6.0435  2.2735  3.3094  0.3123
O  -0.4354  3.2023  2.3102  -0.6215
H  -0.9824  2.5669  1.8483  0.0959
H  -0.4459  3.9792  1.7512  0.2727
O  -3.8362  3.7741  1.7416  -0.6900
H  -3.3394  2.9567  1.7071  0.5276
H  -3.7469  4.1464  0.8643  0.2855
O  -1.6677  -0.5069  4.5370  -0.4260
H  -2.1278  -1.2509  4.9255  0.3840
H  -0.7399  -0.7226  4.6314  0.2200
C  4.6395  2.2076  -4.6957  -1.7978
C  3.2083  2.5762  -4.1915  1.4947
C  2.2405  1.4374  -4.6216  -1.1737
C  0.9498  1.2984  -3.7657  -1.1554
C  1.2942  1.3277  -2.2375  -0.2055
C  2.1769  2.5255  -1.8486  1.7998
N  3.3637  2.6712  -2.7355  0.1314
O  4.3400  3.5840  -2.2311  -0.4421
C  1.3035  3.6936  -1.7487  -1.3975
C  2.6170  2.1145  -0.4063  -2.0279
C  2.6561  3.8467  -4.8384  -1.4681
H  5.0887  1.3552  -4.1861  0.4312
H  5.4318  2.9556  -4.6652  0.3285
H  4.5618  1.8533  -5.7236  0.4142
H  1.9291  1.5298  -5.6621  0.5515
H  2.7465  0.4815  -4.4854  0.3409
H  0.4023  0.3833  -3.9917  0.5454
H  0.1713  2.0249  -3.9985  0.3283
H  1.7458  0.3845  -1.9298  0.7312
H  0.2988  1.4714  -1.8173  -0.6883
H  0.5759  3.4471  -0.9753  0.0293
H  1.7915  4.6265  -1.4667  0.4003
H  0.6939  3.9875  -2.6031  0.2886
H  3.3213  1.2871  -0.4923  0.5898
H  3.2568  2.8883  0.0181  0.4673
H  1.7438  1.8720  0.1994  0.1534
H  1.7520  4.1132  -4.2910  0.2912
H  2.3665  3.7856  -5.8875  0.3622
H  3.2810  4.7286  -4.6971  0.3567
H  3.9943  4.4754  -2.3179  0.3574
C  0.1153  -4.0513  2.9282  -1.0486
C  -0.8009  -4.5234  1.7403  1.5587
C  -0.7975  -3.3826  0.6330  -0.2223
C  0.5261  -3.3983  -0.3026  -0.4990
C  0.5419  -4.7735  -0.9694  -1.5692
C  0.6527  -5.9141  0.0803  1.4827
N  -0.3335  -5.7837  1.1612  0.5882
O  -0.3890  -6.8389  2.0245  -0.5153
C  0.4292  -7.2258  -0.6521  -1.8287
C  2.1468  -5.9522  0.5582  -1.6909
C  -2.2318  -4.6336  2.2485  -1.9672
H  -0.2051  -3.0804  3.3059  -0.0439
H  1.1301  -3.9787  2.5370  0.1773
H  0.0582  -4.8197  3.6992  0.5251
H  -1.6172  -3.3246  -0.0831  0.6336
H  -0.7841  -2.4395  1.1793  -0.8352
H  1.4626  -3.3677  0.2543  0.1551
H  0.5118  -2.5564  -0.9947  0.4215
H  1.4027  -4.8357  -1.6353  0.5384
H  -0.2649  -4.9209  -1.6873  0.3688
H  0.7561  -8.0921  -0.0770  0.3723
H  -0.6430  -7.4210  -0.6693  0.4447
H  0.7725  -7.2547  -1.6863  0.3662
H  2.8268  -6.1410  -0.2725  0.4360
H  2.5386  -5.0817  1.0843  0.3057
H  2.1885  -6.7674  1.2807  0.4199
H  -2.7540  -3.7458  2.6051  0.1694
H  -2.3145  -5.4105  3.0085  0.4590
H  -2.8719  -4.8011  1.3823  0.5057
H  -1.1407  -7.3884  1.7907  0.3376
C  3.1912  0.9419  3.2846  -1.5109
C  1.7161  0.5591  3.3555  1.1871
C  1.5095  -0.8558  2.8069  -0.4617
O  1.4071  0.5191  4.7003  -0.5963
H  3.6582  0.6605  2.3407  0.2720
H  3.7641  0.5488  4.1244  0.4796
H  3.2459  2.0289  3.3439  0.3986
H  1.0675  1.2248  2.7862  -0.4802
H  2.0318  -1.0062  1.8621  0.3751
H  0.4697  -0.9485  2.4932  -0.4786
H  1.8883  -1.7037  3.3774  0.4727
H  2.0935  -0.0031  5.1220  0.5074
C  -3.1278  3.0489  -1.4638  0.3127
C  -3.7134  4.4480  -1.6103  -0.1553
C  -5.2308  4.3698  -1.2509  -1.2073
O  -3.1250  5.3030  -0.7042  -0.5616
H  -2.0387  3.0091  -1.4797  -0.3111
H  -3.5999  2.3872  -2.1900  0.3634
H  -3.2834  2.6447  -0.4636  -0.4768
H  -3.6743  4.8027  -2.6402  0.6085
H  -5.4918  3.7159  -0.4188  0.2231
H  -5.7166  3.8967  -2.1043  0.4351
H  -5.6681  5.3640  -1.1587  0.3417
H  -2.5024  5.8146  -1.2260  0.3429

- LUMO energy: -0.3655 hartree
- 2S+1: 1
- E_HOMO: -11.469 eV
- Maximum force: 6.4 eV/Å
- Total energy: -1855.0449 Ha
- Charge: +2
- HOMO-LUMO gap: 1.52 eV